23
Properties=species:S:1:pos:R:3 method="wB97M-V/def2-TZVPD" lumo_energy_ha=0.1227 relative_energy_kj_mol=102.80 smiles="O=C([O-])[C@H](O)[C@H](c1ccccc1)[N+](=O)[O-]" spin_multiplicity=1 homo_lumo_gap_ha=0.2832 charge=-1 total_energy_ev=-21188.2744 max_force_ev_per_a=3.55
O 1.269 -2.491 0.856
C 1.610 -2.122 -0.229
O 1.826 -2.638 -1.291
C 1.911 -0.447 -0.343
O 3.229 -0.331 0.066
C 0.993 0.547 0.500
C -0.486 0.323 0.287
C -1.294 -0.067 1.322
C -2.605 -0.489 1.128
C -3.211 -0.307 -0.098
C -2.412 0.303 -1.122
C -1.074 0.584 -1.010
N 1.517 1.858 0.053
O 2.521 2.245 0.590
O 1.029 2.371 -0.929
H 1.839 -0.150 -1.444
H 3.532 0.657 0.019
H 1.145 0.582 1.638
H -0.854 -0.325 2.267
H -2.920 -1.197 1.927
H -4.223 -0.508 -0.279
H -2.865 0.643 -2.106
H -0.476 0.957 -1.802


19
Properties=species:S:1:pos:R:3 method="wB97M-V/def2-TZVPD" lumo_energy_ha="0.0194 / 0.0194" relative_energy_kj_mol=292.21 smiles=COc1occ2ccccc12 spin_multiplicity=1 homo_lumo_gap_ha="0.2868 / 0.2868" charge=0 total_energy_ev=-13554.6587 max_force_ev_per_a=4.53
C 0.732 2.276 -2.590
O -0.317 1.569 -1.937
C 0.133 0.930 -0.806
O 1.026 1.533 0.062
C 1.273 0.857 1.336
C 0.395 -0.249 1.240
C 0.122 -1.251 2.196
C -0.876 -2.169 1.874
C -1.511 -2.203 0.575
C -1.200 -1.286 -0.354
C -0.274 -0.272 -0.063
H 1.565 1.569 -2.550
H 1.027 3.250 -2.159
H 0.405 2.392 -3.682
H 2.065 1.365 1.953
H 0.582 -1.382 3.230
H -1.087 -2.999 2.590
H -2.486 -2.643 0.434
H -1.575 -1.289 -1.350